# 1
Molecular formula: C25H34N8RhS2Se
Method: DFT, ωB97M-V/def2-TZVPD

Properties
Energy relative to the best compared isomer or geometry (same formula, charge and spin) in kJ/mol: 0.7
Lowest unoccupied orbital energy in eV: -10.69
HOMO in eV: -16.7
Frontier orbital gap in hartree: 0.2207
Total energy in eV: -128400.3890
Multiplicity: 1
Total charge: +3

Geometry as XYZ:
```
71
C25H34N8RhS2Se, DFT ωB97M-V/def2-TZVPD
Rh -2.105 0.425 -0.596
Se -2.484 -5.692 3.835
N -2.259 -3.973 4.192
C -2.233 -3.343 3.044
C -2.062 -1.903 2.921
C -1.911 -1.029 4.005
C -1.763 0.322 3.765
C -1.755 0.787 2.452
N -1.890 -0.038 1.417
C -2.056 -1.360 1.641
C -2.230 -2.181 0.462
N -2.232 -1.541 -0.738
C -2.308 -2.246 -1.869
C -2.435 -3.629 -1.848
C -2.482 -4.294 -0.641
C -2.368 -3.562 0.545
C -2.378 -4.159 1.874
N -2.522 -5.444 2.083
H -1.924 -1.426 5.012
H -1.663 1.027 4.578
H -1.644 1.841 2.230
H -2.268 -1.705 -2.803
H -2.503 -4.160 -2.787
H -2.592 -5.371 -0.592
C 6.265 0.994 2.326
C 4.847 1.239 2.825
C 3.838 1.265 1.679
C 2.424 1.516 2.192
N 1.410 1.529 1.117
C 0.988 0.465 0.464
S 0.029 0.779 -1.010
N 1.323 -0.752 0.833
C 1.226 -1.994 0.044
C 2.584 -2.382 -0.524
C 3.107 -1.408 -1.574
C 4.484 -1.810 -2.091
H 6.970 0.979 3.154
H 6.580 1.779 1.637
H 6.342 0.037 1.806
H 4.802 2.188 3.365
H 4.565 0.461 3.541
H 3.887 0.319 1.127
H 4.100 2.052 0.967
H 2.361 2.486 2.682
H 2.125 0.775 2.942
H 1.102 2.424 0.767
H 1.949 -0.814 1.628
H 0.504 -1.829 -0.755
H 0.838 -2.767 0.710
H 2.486 -3.380 -0.959
H 3.304 -2.485 0.295
H 3.164 -0.396 -1.154
H 2.396 -1.360 -2.406
H 5.215 -1.831 -1.282
H 4.841 -1.112 -2.846
H 4.457 -2.803 -2.541
S -2.903 0.768 -2.706
C -3.224 2.495 -2.919
N -4.459 2.857 -3.179
C -4.837 4.227 -3.583
C -3.626 4.924 -4.174
C -2.446 4.804 -3.225
N -2.243 3.378 -2.887
H -5.166 2.136 -3.176
H -5.217 4.754 -2.706
H -5.645 4.143 -4.306
H -3.857 5.975 -4.339
H -3.374 4.485 -5.140
H -2.612 5.366 -2.306
H -1.528 5.161 -3.685
H -1.304 3.022 -2.815
```

Atomic partial charges in e from the Mulliken method, atoms 1 to 2:
1 Rh 0.21
2 Se 0.43

=====

# 2
Molecular formula: C3H2N4O
Method: DFT, ωB97M-V/def2-TZVPD

Properties
SMILES string: c1nn2nncc2o1
Energy relative to the best compared isomer or geometry (same formula, charge and spin) in kJ/mol: 175.6
Lowest unoccupied orbital energy in eV: 0.43
HOMO in eV: -9.7
Frontier orbital gap in hartree: 0.3727
Total energy in eV: -11147.4521
Multiplicity: 1
Total charge: 0

Geometry as XYZ:
```
10
C3H2N4O, DFT ωB97M-V/def2-TZVPD
C -0.200 0.366 1.809
N 0.953 0.835 1.294
N 0.766 0.230 0.068
N 1.490 0.355 -1.043
N 0.700 0.033 -2.039
C -0.537 -0.474 -1.541
C -0.440 -0.284 -0.211
O -0.989 -0.397 0.985
H -0.475 0.473 2.771
H -1.267 -1.139 -2.092
```

Atomic partial charges in e from the natural (NBO) method, atoms 1 to 2:
1 C 0.33
2 N -0.20